149
Properties=species:S:1:pos:R:3:mulliken_charge:R:1 method="wB97M-V/def2-TZVPD" charge=+2 gap_ev="5.959 / 6.676" s_squared=0.89 spin_multiplicity=2 lumo_ev="-6.0 / -5.2"
Cr 1.31 2.18 -0.98 1.481
C -1.95 -3.22 6.21 -1.773
C -2.44 -2.40 5.04 0.519
C -2.39 -1.01 5.07 -1.100
C -2.93 -0.25 4.04 1.230
C -2.87 1.26 4.08 -1.546
C -3.52 -0.90 2.95 0.708
C -3.53 -2.29 2.88 0.930
C -4.13 -2.99 1.69 -1.407
C -2.99 -3.02 3.93 -0.903
C -4.21 -0.12 1.89 -1.020
C -5.56 0.17 2.11 -0.069
C -6.30 0.85 1.17 -1.107
C -5.73 1.22 -0.02 -0.034
C -4.39 0.96 -0.30 -0.625
C -3.61 0.31 0.67 0.574
Ge -1.66 0.10 0.31 0.348
S -0.88 2.13 -0.19 -0.534
S -1.07 -1.40 -1.25 0.079
Ge 0.84 -1.55 -0.05 -0.289
S 2.15 0.01 -0.94 -0.925
S -0.01 -0.52 1.81 0.354
C 1.77 -3.30 0.08 0.097
C 2.94 -3.41 0.84 -0.764
C 3.68 -4.59 0.78 -0.276
C 3.28 -5.64 -0.01 -1.112
C 2.10 -5.56 -0.73 0.033
C 1.33 -4.40 -0.69 -0.786
C 0.05 -4.43 -1.45 0.602
C -1.10 -4.89 -0.80 0.897
C -1.07 -5.20 0.67 -1.476
C -2.27 -5.02 -1.53 -1.051
C -2.33 -4.71 -2.89 0.515
C -3.59 -4.90 -3.68 -1.798
C -1.17 -4.24 -3.51 -0.920
C 0.02 -4.10 -2.81 1.609
C 1.26 -3.58 -3.49 -1.626
C 3.43 -2.39 1.81 0.525
C 4.59 -1.66 1.53 0.580
C 5.21 -1.66 0.16 -1.888
C 5.21 -0.95 2.56 -0.417
C 4.68 -0.92 3.84 0.686
C 5.39 -0.20 4.96 -1.818
C 3.49 -1.59 4.08 -0.556
C 2.87 -2.35 3.09 1.269
C 1.68 -3.19 3.43 -1.187
C -3.90 1.31 -1.66 0.754
C -3.64 2.64 -2.01 0.399
C -3.82 3.77 -1.04 -1.869
C -3.22 2.92 -3.31 -0.650
C -3.07 1.92 -4.26 0.402
C -2.62 2.24 -5.66 -1.668
C -3.38 0.61 -3.90 -0.770
C -3.81 0.29 -2.62 1.118
C -4.25 -1.11 -2.29 -1.090
H -1.23 -2.66 6.81 0.400
H -1.50 -4.15 5.88 0.401
H -2.79 -3.47 6.86 0.376
H -1.94 -0.51 5.92 0.412
H -2.28 1.59 4.93 0.438
H -3.88 1.68 4.16 0.325
H -2.43 1.66 3.16 0.184
H -5.16 -2.67 1.52 0.422
H -4.12 -4.07 1.83 0.458
H -3.56 -2.76 0.78 0.054
H -3.03 -4.11 3.90 0.407
H -6.01 -0.15 3.04 0.561
H -7.34 1.08 1.36 0.463
H -6.32 1.73 -0.78 0.527
H 4.58 -4.66 1.38 0.560
H 3.88 -6.54 -0.06 0.463
H 1.75 -6.39 -1.32 0.557
H -0.15 -5.70 0.96 0.354
H -1.92 -5.83 0.94 0.542
H -1.14 -4.27 1.25 0.045
H -3.16 -5.39 -1.04 0.353
H -4.46 -4.98 -3.02 0.376
H -3.53 -5.81 -4.27 0.425
H -3.75 -4.07 -4.37 0.364
H -1.20 -3.99 -4.56 0.435
H 1.06 -3.35 -4.53 0.442
H 2.07 -4.31 -3.44 0.328
H 1.61 -2.67 -2.99 0.127
H 4.55 -2.12 -0.57 0.199
H 6.16 -2.20 0.16 0.456
H 5.41 -0.63 -0.17 0.357
H 6.15 -0.44 2.36 0.386
H 6.12 0.51 4.59 0.342
H 5.93 -0.93 5.57 0.442
H 4.68 0.30 5.63 0.368
H 3.06 -1.58 5.08 0.475
H 1.32 -2.95 4.43 0.430
H 1.93 -4.25 3.39 0.374
H 0.86 -3.02 2.73 -0.107
H -3.86 3.42 -0.01 0.254
H -4.75 4.30 -1.25 0.474
H -3.00 4.49 -1.12 0.330
H -3.03 3.95 -3.59 0.491
H -2.29 3.27 -5.75 0.308
H -3.44 2.10 -6.36 0.482
H -1.82 1.56 -5.98 0.360
H -3.31 -0.18 -4.64 0.524
H -4.17 -1.75 -3.17 0.357
H -5.28 -1.11 -1.95 0.353
H -3.64 -1.55 -1.50 -0.181
C 3.55 2.85 -6.15 -1.044
N 3.65 3.10 -4.72 -0.131
C 3.27 2.27 -3.76 0.762
N 2.75 1.09 -4.07 -0.113
S 3.47 2.79 -2.13 -0.737
H 3.62 3.80 -6.67 0.339
H 2.60 2.40 -6.39 0.318
H 4.36 2.21 -6.51 0.359
H 4.12 3.94 -4.41 0.296
H 2.77 0.75 -5.02 0.287
H 2.59 0.42 -3.33 -0.200
N 3.14 2.96 3.66 0.036
C 1.67 2.69 3.49 -1.059
C 1.24 3.06 2.08 -0.071
N 1.99 2.28 1.08 2.456
C 3.43 2.56 1.21 -1.387
C 3.94 2.26 2.61 -0.661
H 3.46 2.65 4.58 0.397
H 3.30 3.97 3.60 0.412
H 1.12 3.26 4.24 0.546
H 1.50 1.62 3.67 0.299
H 1.40 4.13 1.90 0.217
H 0.18 2.86 1.96 -0.193
H 1.82 1.29 1.31 -1.073
H 3.62 3.60 0.93 0.227
H 3.98 1.92 0.51 0.627
H 4.99 2.55 2.71 0.544
H 3.87 1.19 2.81 -0.065
N 0.02 2.47 -3.07 0.222
C 0.28 3.81 -2.80 0.889
N 0.81 4.09 -1.65 0.679
C 1.04 5.45 -1.50 -0.723
C 1.63 6.08 -0.41 -0.205
C 1.76 7.45 -0.41 -0.884
C 1.30 8.21 -1.49 -0.652
C 0.74 7.60 -2.60 -0.748
C 0.62 6.22 -2.60 0.874
S -0.02 5.16 -3.83 -0.317
H -0.78 2.16 -2.49 -1.172
H -0.20 2.28 -4.04 0.336
H 1.99 5.47 0.42 0.063
H 2.22 7.95 0.43 0.446
H 1.39 9.29 -1.47 0.427
H 0.39 8.18 -3.44 0.453

171
Properties=species:S:1:pos:R:3:mulliken_charge:R:1 method="wB97M-V/def2-TZVPD" charge=-1 gap_ev=3.733 lumo_ev=-1.1
C 1.76 -5.19 0.27 -0.504
C 3.33 -5.65 0.03 -0.294
O 4.28 -4.54 -0.11 -0.456
C 3.91 -3.75 -1.31 0.468
C 5.19 -2.88 -1.89 -0.871
C 4.85 -2.07 -3.29 -0.004
C 4.44 -0.48 -2.99 -0.395
C 3.31 0.06 -4.05 -0.160
B 2.15 1.03 -3.38 0.865
O 0.95 0.98 -4.28 -0.464
C -0.36 1.23 -3.58 0.581
C -1.69 0.61 -4.36 -0.268
C -3.06 1.07 -3.51 0.183
C -4.32 0.05 -3.74 0.680
C -5.53 0.33 -2.67 -0.946
N -5.70 -0.73 -1.60 0.183
C -4.43 -0.97 -0.80 -0.962
C -6.28 -2.02 -2.14 0.328
C -6.71 -3.24 -1.08 -0.428
O -6.53 -2.29 -3.44 -0.812
C -0.60 2.88 -3.58 -0.572
N -1.24 3.40 -4.85 -0.118
C -0.24 3.66 -5.95 -0.702
C 0.08 0.53 -2.13 0.336
C -0.39 -1.05 -1.93 0.305
C 0.52 -2.14 -2.75 0.427
O 0.46 -2.02 -4.22 -0.374
Si 0.04 -3.59 -4.94 0.770
C 1.45 -4.93 -4.66 -0.852
C -1.70 -4.25 -4.37 -0.691
C -0.09 -3.42 -6.89 -1.068
C -0.11 1.54 -0.81 0.432
C 0.46 0.90 0.58 -0.360
O -0.43 0.23 1.36 -0.599
I 2.52 0.98 1.32 0.006
O 1.58 0.41 -2.14 -0.313
H 1.65 -4.38 1.11 0.245
H 1.06 -6.11 0.57 0.333
H 1.30 -4.75 -0.73 -0.073
H 3.36 -6.39 -0.90 0.250
H 3.61 -6.34 0.97 0.296
H 3.47 -4.52 -2.09 0.023
H 3.08 -2.97 -1.00 -0.021
H 6.09 -3.62 -2.06 0.269
H 5.51 -2.08 -1.09 0.252
H 4.02 -2.58 -3.94 -0.097
H 5.88 -2.01 -3.89 0.377
H 5.38 0.23 -3.10 0.288
H 4.10 -0.42 -1.86 0.012
H 3.89 0.70 -4.86 0.155
H 2.83 -0.86 -4.58 -0.250
H 2.50 2.08 -2.98 -0.534
H -1.72 -0.58 -4.33 -0.595
H -1.75 0.90 -5.50 0.336
H -3.34 2.20 -3.69 0.184
H -2.76 0.98 -2.36 -0.331
H -3.93 -1.05 -3.56 -0.426
H -4.78 0.12 -4.84 0.287
H -5.26 1.34 -2.12 0.349
H -6.58 0.49 -3.17 0.306
H -3.98 0.04 -0.36 0.261
H -4.74 -1.60 0.16 0.303
H -3.58 -1.51 -1.39 0.359
H -5.91 -3.41 -0.24 0.309
H -7.77 -2.91 -0.66 -0.039
H -6.92 -4.22 -1.72 0.241
H -1.31 3.23 -2.69 -0.028
H 0.41 3.49 -3.43 0.140
H -1.74 4.31 -4.61 0.291
H 0.13 4.78 -6.02 0.261
H -0.80 3.39 -6.97 0.263
H 0.72 2.99 -5.93 0.165
H -1.52 -1.22 -2.26 -0.931
H -0.36 -1.39 -0.78 0.456
H 1.65 -2.18 -2.45 -0.560
H 0.07 -3.21 -2.49 0.013
H 1.48 -5.30 -3.55 0.100
H 2.46 -4.48 -5.05 0.250
H 1.14 -5.85 -5.32 0.360
H -1.65 -4.47 -3.20 0.242
H -2.54 -3.43 -4.50 -0.009
H -1.99 -5.28 -4.87 0.329
H 0.17 -4.46 -7.42 0.301
H 0.72 -2.62 -7.21 0.276
H -1.19 -3.08 -7.19 0.192
H -1.22 1.93 -0.75 0.107
H 0.58 2.47 -1.06 0.179
C 3.98 7.19 4.35 -1.037
C 2.94 7.30 3.53 0.379
C 2.29 6.09 2.94 1.024
O 1.32 6.21 2.21 -0.611
C 2.87 4.77 3.27 -0.752
C 3.92 4.67 4.08 0.286
C 4.54 5.87 4.70 0.835
O 5.49 5.75 5.46 -0.528
O 4.46 3.44 4.39 -0.518
O 2.41 8.53 3.20 -0.585
H 4.46 8.06 4.79 0.438
H 2.40 3.91 2.82 0.466
H 5.21 3.63 5.00 0.243
H 1.66 8.34 2.60 0.326
C -2.46 6.44 -1.88 -0.982
C -2.61 7.64 -2.45 0.406
C -1.53 8.66 -2.39 0.857
O -1.68 9.75 -2.94 -0.629
C -0.29 8.32 -1.67 -0.752
C -0.14 7.12 -1.10 0.211
C -1.21 6.09 -1.18 1.070
O -1.04 4.99 -0.66 -0.549
O 1.01 6.80 -0.41 -0.554
O -3.77 7.98 -3.11 -0.592
H -3.23 5.69 -1.92 0.481
H 0.48 9.08 -1.62 0.437
H 0.88 5.88 -0.10 0.257
H -3.64 8.90 -3.43 0.344
C -12.08 -0.57 -0.94 -0.772
C -10.83 -0.90 -0.63 0.299
C -10.53 -2.05 0.27 0.990
O -9.37 -2.34 0.52 -0.658
C -11.66 -2.80 0.83 -0.925
C -12.92 -2.47 0.52 0.326
C -13.22 -1.34 -0.40 0.917
O -14.38 -1.07 -0.68 -0.614
O -13.99 -3.17 1.05 -0.568
O -9.76 -0.18 -1.13 -0.558
H -12.32 0.26 -1.59 0.433
H -11.43 -3.62 1.49 0.429
H -14.79 -2.74 0.67 0.347
H -8.96 -0.62 -0.77 0.273
C 9.49 3.49 8.21 -0.919
C 8.39 3.78 7.52 0.375
C 7.22 2.86 7.50 0.896
O 6.21 3.17 6.87 -0.531
C 7.33 1.59 8.23 -0.904
C 8.43 1.29 8.92 0.275
C 9.59 2.23 8.97 1.037
O 10.58 1.93 9.62 -0.605
O 8.54 0.10 9.61 -0.519
O 8.29 4.96 6.81 -0.555
H 10.35 4.15 8.24 0.425
H 6.48 0.92 8.19 0.443
H 9.43 0.12 10.03 0.301
H 7.40 4.94 6.40 0.303
C 8.50 -2.00 14.71 -0.845
C 8.81 -2.03 13.41 0.380
C 9.95 -1.24 12.87 0.941
O 10.22 -1.30 11.67 -0.659
C 10.71 -0.39 13.80 -0.940
C 10.40 -0.36 15.10 0.417
C 9.28 -1.17 15.65 0.872
O 9.03 -1.13 16.85 -0.611
O 11.11 0.43 15.98 -0.564
O 8.08 -2.80 12.52 -0.563
H 7.68 -2.57 15.12 0.415
H 11.53 0.19 13.39 0.451
H 10.70 0.28 16.86 0.349
H 8.50 -2.65 11.65 0.347
C -8.01 -5.89 -6.26 -1.062
C -7.59 -6.36 -7.43 0.339
C -6.43 -5.76 -8.14 0.951
O -6.06 -6.23 -9.21 -0.631
C -5.78 -4.59 -7.53 -0.754
C -6.20 -4.11 -6.36 0.368
C -7.34 -4.74 -5.63 0.830
O -7.69 -4.29 -4.54 -0.462
O -5.58 -3.02 -5.77 -0.407
O -8.22 -7.44 -8.03 -0.585
H -8.85 -6.32 -5.72 0.415
H -4.95 -4.15 -8.07 0.480
H -6.07 -2.87 -4.93 0.456
H -7.73 -7.59 -8.86 0.343